Molecular formula: C38H70Cl27N3O4S
Method: DFT, ωB97M-V/def2-TZVPD

Each line ends with the Löwdin charge.
Geometry (Å):
O -1.905824 3.036338 1.476803  -0.039
C -0.832878 2.765620 2.060145  -0.626
Cl -0.794531 3.199182 3.862293  0.565
C 0.421864 2.109245 1.321039  -0.148
N 0.144040 1.599440 -0.042204  0.061
C 0.037592 0.129567 -0.080716  -0.422
O 1.105513 -0.533161 -0.084722  -0.002
O -1.262007 -0.395587 -0.160874  -0.021
C -1.281386 -1.828018 -0.407601  -0.149
C -2.754586 -2.369153 0.004972  -0.181
C -3.193165 -1.956428 1.487356  -0.182
C -3.799806 -0.479422 1.635355  -0.201
C -4.621743 0.052716 0.367835  -0.208
C -5.784360 1.097735 0.711809  -0.311
C -5.290538 2.615801 0.839945  -0.448
S -5.100602 3.470624 -0.831159  0.882
C -3.691322 4.638921 -0.500879  -0.544
N -2.429823 4.763471 -1.144702  -0.013
N -1.725189 5.753773 -0.493176  -0.014
C -2.568666 6.245574 0.561655  -0.092
O -3.825165 5.559541 0.586222  -0.057
H 1.223832 2.917601 1.227889  0.118
H 0.839592 1.302841 2.032357  0.152
H -0.666406 2.053518 -0.488870  0.132
H -1.194286 -2.047996 -1.539317  0.129
H -0.535514 -2.436434 0.198856  0.136
H -2.649975 -3.522013 0.006431  0.056
H -3.508974 -2.130637 -0.813660  0.076
H -2.234171 -1.982308 2.132226  0.113
H -3.895133 -2.734139 1.963695  0.114
H -2.921683 0.233426 1.815917  0.091
H -4.465083 -0.403975 2.577551  0.110
H -3.912333 0.516130 -0.402550  0.114
H -5.090036 -0.865059 -0.138879  0.098
H -6.589686 1.063446 -0.102110  -0.025
H -6.242935 0.785271 1.723315  0.080
H -6.071691 3.231103 1.414437  0.083
H -4.320004 2.690305 1.452005  0.076
H -2.231638 7.059042 1.287917  0.135
Cl 6.671797 -1.433426 0.472272  0.540
C 5.067647 -1.497178 -0.306663  -0.683
C 3.975698 -1.898572 0.661949  -0.647
Cl 4.118520 -3.600031 1.173852  0.576
H 5.128817 -2.186223 -1.151107  0.051
H 4.863892 -0.498249 -0.696354  -0.007
H 3.000230 -1.793101 0.184283  0.046
H 3.983751 -1.274608 1.557744  0.077
Cl 0.312015 -0.359696 -3.889277  0.582
C 1.671757 0.530309 -3.155491  -0.721
C 2.963351 0.334900 -3.921198  -0.683
Cl 3.584943 -1.327685 -3.771408  0.556
H 1.766222 0.206303 -2.121618  -0.042
H 1.395647 1.586807 -3.156629  0.074
H 3.733048 0.997953 -3.523915  0.034
H 2.840352 0.556790 -4.983170  0.060
Cl -8.133563 -0.196951 -0.811318  0.641
C -9.052974 -1.526085 -0.057694  -0.617
C -9.216718 -1.336952 1.436611  -0.671
Cl -7.674877 -1.519259 2.311426  0.575
H -8.543871 -2.463638 -0.289568  0.072
H -10.033243 -1.543847 -0.538513  0.073
H -9.896517 -2.094004 1.833672  0.074
H -9.627522 -0.353428 1.674480  -0.022
Cl 3.554716 4.519064 -2.097680  0.557
C 3.928595 3.957866 -0.449309  -0.687
C 4.511796 2.560675 -0.440465  -0.594
Cl 3.311283 1.327663 -0.906437  0.746
H 3.013393 4.015407 0.143707  0.055
H 4.651314 4.662066 -0.030449  -0.061
H 4.852892 2.306705 0.565677  0.078
H 5.363929 2.477180 -1.118129  0.074
Cl -2.932566 -6.110717 -0.542287  0.562
C -3.221089 -6.531120 -2.249345  -0.654
C -3.004747 -5.350435 -3.174336  -0.653
Cl -4.252317 -4.095834 -2.966925  0.555
H -4.235019 -6.926533 -2.333948  0.068
H -2.522325 -7.331608 -2.500491  0.072
H -3.056829 -5.679682 -4.214091  0.073
H -2.029165 -4.887915 -3.013337  0.069
Cl -9.684969 1.886123 5.210824  0.567
C -11.438410 1.594879 5.100057  -0.673
C -11.774506 0.511862 4.095538  -0.636
Cl -11.454647 1.026520 2.419948  0.592
H -11.923595 2.539845 4.849520  0.059
H -11.773191 1.295029 6.094981  0.070
H -12.837105 0.267834 4.154412  0.075
H -11.205916 -0.401001 4.283864  0.071
Cl 8.224613 4.556304 -2.095691  0.540
C 8.411022 6.000389 -1.069675  -0.657
C 8.238142 5.681760 0.401281  -0.631
Cl 6.556254 5.250024 0.800841  0.636
H 7.691524 6.749690 -1.405232  0.073
H 9.415322 6.389324 -1.248873  0.073
H 8.492396 6.556485 1.003305  0.075
H 8.882358 4.857439 0.712191  0.072
Cl 10.773195 -1.635290 -4.428493  0.532
C 9.987803 -1.558009 -2.830873  -0.660
C 8.676864 -2.316609 -2.800651  -0.655
Cl 7.420520 -1.526072 -3.784630  0.561
H 9.848563 -0.506569 -2.572455  0.069
H 10.685420 -1.994780 -2.113457  0.072
H 8.296984 -2.360414 -1.777583  0.032
H 8.796069 -3.339673 -3.162130  0.072
Cl -9.660774 6.980431 8.739993  0.534
C -8.852820 5.516529 8.125415  -0.665
C -9.559539 4.937193 6.916984  -0.670
Cl -11.146249 4.243000 7.334333  0.552
H -8.795487 4.793540 8.941265  0.070
H -7.835234 5.806019 7.855651  0.073
H -8.963156 4.128862 6.490619  0.019
H -9.712928 5.690458 6.142145  0.074
Cl -1.264294 -1.808043 -8.467401  0.531
C 0.093818 -0.918630 -7.733228  -0.678
C 1.386612 -1.114473 -8.498947  -0.663
Cl 2.010770 -2.776350 -8.351689  0.532
H 0.189337 -1.242763 -6.694792  0.028
H -0.182001 0.137869 -7.734995  0.073
H 2.157195 -0.450504 -8.101370  0.068
H 1.262012 -0.892402 -9.560336  0.068
Cl 3.101356 -3.183386 6.190374  0.511
C 2.590366 -4.750676 5.523978  -0.686
C 2.023895 -4.621903 4.125885  -0.689
Cl 0.456639 -3.772327 4.108329  0.526
H 1.866025 -5.190549 6.212691  0.070
H 3.472016 -5.388136 5.507407  -0.019
H 1.850702 -5.613451 3.702687  0.068
H 2.707370 -4.085725 3.464590  0.008
Cl 5.948731 1.106163 -6.136888  0.539
C 7.653241 0.731678 -6.496367  -0.690
C 8.110926 1.348836 -7.802162  -0.664
Cl 7.338576 0.585722 -9.214529  0.535
H 7.767197 -0.353735 -6.503432  0.045
H 8.245892 1.129584 -5.670210  0.067
H 9.188114 1.213098 -7.918456  0.072
H 7.897885 2.418842 -7.836870  0.068
Cl 6.179034 -3.988906 5.470332  0.548
C 7.072620 -5.413135 4.867317  -0.644
C 6.431634 -6.034451 3.640063  -0.636
Cl 4.879011 -6.823987 4.006643  0.595
H 7.151403 -6.131706 5.685451  0.069
H 8.078418 -5.067983 4.619249  0.071
H 7.086846 -6.807129 3.232650  0.073
H 6.256580 -5.291370 2.859478  0.051

Force components x, y, z for each atom (eV/Å):
4.6 -1.3 2.2
-4.0 0.9 -2.3
0.6 -0.6 -1.6
0.7 0.4 1.1
-1.5 -1.8 0.9
1.7 -0.7 -0.4
-4.0 1.6 0.3
3.3 0.6 -0.1
-2.2 -2.0 -0.4
0.7 -0.8 0.2
0.5 0.3 0.3
0.1 0.7 0.1
-0.2 -0.3 -0.2
0.6 0.4 -0.2
-0.1 0.1 1.6
1.9 0.8 1.1
2.5 0.7 -0.2
-4.2 0.1 2.8
-4.3 1.3 3.8
1.6 -2.4 -3.4
3.5 0.0 -2.2
-1.1 -0.9 0.4
-0.6 1.1 -1.3
0.3 -0.2 0.6
0.3 0.6 1.8
-0.6 1.3 -0.8
-0.1 1.9 -0.1
0.9 -0.1 1.3
-1.4 -0.1 -0.9
0.9 1.1 -1.0
-1.2 -0.9 -0.2
1.0 -0.3 -1.4
-0.9 -0.7 1.0
0.4 1.4 0.7
1.6 0.2 1.7
0.5 0.7 -1.7
1.1 -1.0 -0.9
-1.3 -0.1 -1.2
-1.1 -1.5 -1.1
0.2 0.0 0.1
-0.3 -0.1 -0.2
-0.1 0.4 -0.2
0.1 -0.2 0.1
0.0 0.0 0.2
0.1 -0.3 0.1
0.2 0.0 0.0
0.1 -0.1 -0.1
-0.1 -0.1 0.0
0.2 0.2 -0.1
-0.1 0.3 -0.1
0.0 -0.1 0.0
-0.3 -0.2 -0.4
0.1 -0.1 0.0
-0.1 -0.1 0.0
0.0 -0.1 0.1
-0.7 -0.6 -0.3
-0.2 -0.3 0.0
-0.2 0.1 -0.1
0.0 -0.1 0.0
0.0 0.2 0.1
0.1 0.0 0.1
0.1 0.0 -0.1
0.3 -0.3 -0.1
0.0 0.0 0.0
-0.1 0.0 0.2
0.3 0.2 0.1
0.4 0.7 0.6
0.0 -0.1 -0.2
-0.5 -0.3 -0.3
-0.1 0.1 -0.1
-0.1 0.1 0.0
0.0 -0.1 0.0
0.0 -0.1 -0.2
0.2 -0.2 -0.1
0.0 0.0 0.0
0.1 0.2 0.1
0.0 0.1 0.0
0.0 0.0 0.1
-0.2 0.0 0.1
0.1 -0.1 -0.2
-0.3 0.0 0.0
-0.1 -0.1 0.3
-0.2 0.2 0.0
0.1 -0.1 0.0
0.1 0.0 -0.1
0.1 0.1 0.0
0.0 0.2 0.0
-0.1 0.0 0.0
0.0 0.2 0.1
0.4 0.1 0.0
0.5 0.1 0.2
0.0 -0.2 0.1
-0.1 -0.1 0.1
-0.1 0.0 -0.1
-0.2 0.0 -0.1
0.0 0.1 -0.1
-0.1 0.0 0.3
0.1 -0.1 0.2
-0.1 0.0 0.0
0.0 -0.1 -0.1
-0.1 0.0 -0.1
0.1 0.1 -0.1
0.0 0.2 -0.1
0.0 0.0 0.0
0.1 -0.2 -0.1
0.3 0.1 -0.1
-0.1 0.1 0.1
-0.1 0.1 -0.1
-0.1 0.0 -0.1
-0.1 0.1 0.1
-0.1 0.0 0.2
0.0 -0.1 0.0
0.2 0.1 0.1
0.0 0.2 0.0
0.0 0.0 0.0
0.0 0.0 -0.2
0.1 -0.1 -0.1
-0.1 -0.1 0.0
0.0 -0.1 0.1
-0.2 0.2 0.1
-0.2 -0.2 0.0
0.3 -0.1 0.0
-0.1 0.1 0.0
0.0 0.2 -0.1
-0.1 0.2 -0.1
0.0 0.1 0.1
-0.1 0.0 0.2
-0.1 0.0 0.0
0.3 -0.1 -0.1
0.1 0.1 0.2
0.0 0.0 0.0
-0.1 0.2 0.0
-0.1 0.0 -0.1
-0.1 -0.1 0.1
-0.1 -0.2 0.0
0.1 -0.3 -0.1
0.2 0.0 0.0
0.4 0.2 -0.1
0.0 -0.1 -0.1
-0.1 0.1 -0.1
-0.1 -0.1 -0.1
0.0 0.1 0.1
-0.1 0.0 0.2

Values from the calculation:
- Calculated total energy: -14778.42831 Eh
- Frontier orbital gap: 9.02 eV
- Lowest unoccupied orbital energy: 0.224 eV